C32H31N9O2S2Ti | wB97M-V/def2-TZVPD

```
77
Properties=species:S:1:pos:R:3
Ti -0.03 -1.81 0.56
S -2.42 -2.27 0.58
S 0.10 -3.90 -0.62
O 0.56 -1.94 2.35
O -0.82 0.60 2.59
N 2.56 -2.81 -0.90
N -3.28 -0.20 -0.91
N -2.91 0.99 -1.60
N -0.99 -0.29 -0.14
N 2.08 -4.57 -2.26
N 2.07 -2.09 0.17
N -2.25 1.08 4.29
N 1.96 -5.03 -7.16
N -0.06 -0.42 -1.20
C 2.19 0.42 -1.66
C -2.78 4.66 0.46
C 3.61 0.01 2.72
C -2.54 1.90 5.44
C 0.62 1.86 -0.51
C -2.90 2.20 -0.86
C 3.14 1.43 -1.62
C 2.84 2.65 -1.03
C 1.14 -1.26 -4.27
C 2.36 0.06 4.76
C -0.13 -3.69 -4.69
C -0.61 -2.81 -3.74
C 3.47 0.48 4.01
C -3.19 0.04 3.95
C -2.89 2.24 0.53
C 1.41 -0.77 4.21
C 1.59 2.85 -0.47
C -1.11 1.25 3.57
C 1.53 -4.29 -6.39
C 2.94 -1.45 0.86
C 0.93 0.65 -1.12
C 1.65 -2.14 -5.21
C 1.01 -3.36 -5.42
C -0.61 -0.60 -2.57
C -2.80 4.61 -0.93
C 1.72 -3.72 -1.27
C -2.32 -0.76 -0.29
C -2.86 3.39 -1.58
C 0.03 -1.59 -3.51
C 2.65 -0.82 2.14
C -2.82 3.47 1.18
C 1.51 -1.19 2.88
H 3.59 3.43 -0.99
H -2.86 3.35 -2.67
H 2.52 -1.89 -5.80
H -2.91 1.33 1.10
H -1.50 -3.06 -3.17
H -0.61 0.39 -3.03
H -3.25 -0.71 4.75
H -2.87 -0.46 3.04
H -3.55 1.07 -2.37
H -1.74 2.63 5.59
H 1.62 -0.30 -4.14
H 4.49 0.29 2.14
H 2.26 0.39 5.78
H -2.73 5.61 0.98
H 0.54 -1.09 4.78
H 3.97 -1.45 0.51
H -0.64 -4.63 -4.88
H -2.62 1.30 6.35
H 2.43 -0.55 -2.07
H 4.12 1.26 -2.04
H -3.48 2.44 5.31
H -2.76 5.52 -1.50
H 3.05 -4.60 -2.53
H 1.50 -5.37 -2.45
H 1.35 3.80 0.00
H -0.47 2.05 3.97
H 4.21 1.13 4.44
H -4.19 0.46 3.81
H -0.35 2.00 -0.06
H -1.66 -0.88 -2.45
H -2.81 3.49 2.26
```

Output
- Strongest force on any atom: 0.7 eV/Å
- Kohn-Sham gap: 7.6 eV
- LUMO energy: -0.228 eV
- Energy relative to the best compared isomer or geometry (same formula, charge and spin): 0.0 kcal/mol
- Multiplicity: 1

H12O6 | wB97M-V/def2-TZVPD

```
18
Properties=species:S:1:pos:R:3
O -0.44 -0.25 -0.30
O -0.77 0.34 4.39
O -2.54 -2.96 2.33
O 3.95 0.76 0.18
O 0.74 -0.41 -5.48
O -0.97 3.74 -1.43
H 1.54 -0.46 -4.95
H -3.09 -3.69 2.06
H -0.68 1.24 4.08
H 0.28 -1.23 -5.28
H -1.24 -0.11 3.68
H -0.26 -0.92 -0.97
H -0.77 2.80 -1.43
H -1.74 -3.36 2.66
H 3.05 1.01 0.40
H 4.15 0.05 0.79
H -1.01 -0.70 0.33
H -0.19 4.15 -1.05
```

Output
- Strongest force on any atom: 0.3 eV/Å
- SMILES: O.O.O.O.O.O
- Kohn-Sham gap: 11.4 eV
- LUMO energy: 0.029 eV
- Energy relative to the best compared isomer or geometry (same formula, charge and spin): 40.3 kcal/mol
- Multiplicity: 1

C38H30N8O2S2V | wB97M-V/def2-TZVPD

```
81
Properties=species:S:1:pos:R:3
V -0.39 0.34 0.15
S -2.25 -1.06 0.12
S -0.52 0.19 -2.20
O -0.05 4.51 0.50
O 3.21 -1.61 0.98
N 1.47 -1.90 4.43
N -3.81 -3.78 -1.92
N 1.02 -1.16 0.35
N -1.56 -2.14 -4.88
N -0.79 2.40 -0.14
N 3.48 -3.21 4.41
N 1.32 1.30 0.78
N -0.85 0.60 2.36
C 2.77 -2.09 4.27
C -0.78 -0.46 3.16
C -3.08 2.90 -0.90
C 2.73 -4.29 4.69
C 0.04 -4.60 -0.66
C 3.37 2.53 2.12
C 0.05 3.29 0.44
C 0.93 -2.39 -0.37
C 1.38 -4.25 4.89
C 0.24 -3.48 0.15
C -3.41 4.00 -3.03
C 2.48 -1.41 -2.11
C -1.93 1.81 4.11
C 3.41 1.17 1.88
C 1.26 2.61 1.01
C -1.42 -1.71 5.24
C 1.32 -3.60 -2.41
C 2.25 -0.87 0.86
C -1.37 1.74 2.85
C -3.71 2.26 0.30
C -1.94 0.68 4.91
C -1.53 -1.20 -2.48
C -1.33 -0.50 4.47
C -3.91 3.42 -1.89
C -1.70 2.97 -1.08
C -0.62 -2.85 5.20
C 2.35 0.59 1.22
C 0.73 -2.99 4.81
C -2.03 4.05 -3.21
C -1.55 -1.74 -3.80
C -0.25 -3.50 1.57
C -1.17 3.55 -2.25
C 0.55 -4.65 -1.94
C 2.27 3.27 1.68
C -3.12 -2.87 -1.72
C -2.28 -1.74 -1.48
C 1.55 -2.48 -1.62
C 0.31 3.59 -2.50
H -1.04 -3.73 5.67
H 0.82 -5.14 5.12
H -0.55 -4.51 1.85
H 2.18 4.34 1.83
H -4.05 1.25 0.07
H -0.54 -5.43 -0.27
H 1.76 -3.64 -3.40
H -2.36 2.74 4.45
H 3.33 -1.21 4.01
H 3.26 -5.24 4.77
H 4.24 0.54 2.19
H -1.37 2.60 2.19
H -2.40 0.71 5.89
H -3.01 2.16 1.14
H 0.36 -5.51 -2.57
H 2.63 -1.49 -3.19
H 4.18 3.02 2.65
H 0.79 2.64 -2.22
H -4.07 4.39 -3.79
H 0.54 -3.18 2.26
H -1.61 4.48 -4.11
H -4.99 3.36 -1.74
H 2.11 -0.41 -1.89
H 0.51 3.77 -3.55
H -0.34 -1.34 2.74
H 0.78 4.38 -1.91
H -2.27 -1.75 5.91
H -1.11 -2.85 1.72
H 3.45 -1.52 -1.62
H -4.57 2.84 0.64
```

Output
- Strongest force on any atom: 0.7 eV/Å
- Kohn-Sham gap (alpha / beta): 4.7 / 7.1 eV
- LUMO energy (alpha / beta): 4.384 / 4.382 eV
- Energy relative to the best compared isomer or geometry (same formula, charge and spin): 1.1 kcal/mol
- Charge: -2
- Multiplicity: 2

C5H6O2 | wB97M-V/def2-TZVPD

```
13
Properties=species:S:1:pos:R:3
O -1.12 -0.45 -0.39
O 0.01 -2.32 0.16
C -0.13 0.36 0.37
C 2.27 -0.02 -0.63
C -0.97 -1.70 -0.41
C 1.15 0.23 -0.22
C -0.73 1.73 0.56
H -1.60 1.71 1.23
H 0.03 2.36 1.05
H 0.56 -1.64 0.62
H 3.24 -0.16 -1.05
H -1.71 -2.31 -0.91
H -1.02 2.23 -0.37
```

Output
- Strongest force on any atom: 0.4 eV/Å
- Kohn-Sham gap (alpha / beta): 7.5 / 7.5 eV
- LUMO energy (alpha / beta): 0.515 / 0.516 eV
- Energy relative to the best compared isomer or geometry (same formula, charge and spin): 106.6 kcal/mol
- Multiplicity: 1

C37H51HgN4OP2 | wB97M-V/def2-TZVPD

```
96
Properties=species:S:1:pos:R:3
Hg 0.27 0.15 0.44
P -1.27 -0.60 2.23
P 1.11 1.32 -1.76
O 2.66 -2.43 0.76
N -0.60 -1.48 -1.14
N 2.13 1.48 1.47
N -1.47 1.33 -0.19
N 6.35 0.57 4.68
C -3.48 3.10 -0.67
C -1.93 -2.93 -2.76
C -1.59 -3.27 1.41
C -0.58 1.41 -2.50
C 4.20 0.26 1.83
C 3.61 0.06 -2.27
C -1.22 -2.13 -1.88
C -4.02 -3.49 -3.80
C -3.31 2.61 0.62
C 5.43 0.61 3.95
C -1.61 1.83 -1.43
C -1.24 -3.95 -3.45
C -2.42 -2.03 1.82
C -2.32 1.62 0.85
C 3.08 0.59 1.05
C 0.03 -2.20 4.17
C 1.91 -1.58 0.67
C 3.05 3.23 -1.06
C -3.33 -1.55 0.67
C 3.31 1.72 3.57
C 1.32 3.95 -2.77
C -1.62 -0.40 5.01
C -1.96 -4.75 -4.33
C 1.62 -0.95 -3.34
C -2.65 2.70 -1.72
C 2.27 0.39 -2.96
C -3.31 -2.68 -2.92
C 2.54 1.22 -4.23
C 0.60 0.20 4.17
C -3.33 -2.38 3.02
C 4.29 0.86 3.12
C -2.20 0.90 2.08
C -0.55 -0.78 3.98
C 2.28 2.02 2.69
C -3.34 -4.51 -4.49
C 0.68 3.73 -0.37
C 1.57 3.14 -1.49
H 1.45 -1.59 -2.47
H -0.82 -3.04 0.66
H 2.32 -1.49 -4.01
H 0.67 -0.82 -3.87
H -0.36 3.83 -0.71
H 0.73 3.13 0.55
H 4.24 -0.53 -2.95
H 0.26 3.93 -3.06
H 0.29 1.22 3.91
H -5.10 -3.30 -3.93
H -4.05 -3.12 2.65
H 1.60 4.99 -2.53
H 1.60 1.52 -4.72
H 0.76 -2.44 3.37
H -4.27 3.83 -0.88
H -3.89 -1.50 3.36
H -2.75 3.06 -2.76
H 1.94 3.60 -3.60
H 3.73 2.96 -1.88
H -0.82 0.40 -2.88
H 3.45 -0.59 -1.40
H 3.25 2.61 -0.19
H -0.59 2.09 -3.36
H 3.13 0.50 -0.03
H 3.16 2.10 -4.02
H -2.77 -1.06 -0.12
H 0.58 -2.20 5.13
H -2.86 1.19 2.90
H 1.05 4.74 -0.15
H -4.09 -0.85 1.05
H 1.46 -0.13 3.57
H -0.75 -2.97 4.19
H -2.29 -3.99 0.96
H -1.15 -0.50 6.00
H -3.96 2.88 1.47
H 1.50 2.74 2.95
H -3.76 -1.86 -2.34
H -1.94 0.65 4.86
H 4.16 0.97 -1.98
H -1.12 -3.75 2.28
H 3.35 2.17 4.59
H -2.78 -2.84 3.85
H 3.10 0.58 -4.92
H 5.01 -0.32 1.37
H -1.43 -5.55 -4.86
H -3.84 -2.42 0.23
H -3.90 -5.13 -5.17
H -0.16 -4.07 -3.25
H 3.24 4.28 -0.77
H -2.50 -1.06 4.96
H 0.93 0.23 5.23
```

Output
- Strongest force on any atom: 3.7 eV/Å
- Kohn-Sham gap: 5.7 eV
- LUMO energy: -3.201 eV
- Energy relative to the best compared isomer or geometry (same formula, charge and spin): 24.4 kcal/mol
- Charge: +1
- Multiplicity: 1

C24H57Cl4FNbO16P4 | wB97M-V/def2-TZVPD

```
107
Properties=species:S:1:pos:R:3
Nb -0.59 -0.76 -6.08
Cl 2.76 -0.86 -6.50
Cl 1.34 2.29 -5.75
Cl 2.86 -3.76 -6.31
Cl -2.05 1.05 -3.38
P 0.69 8.68 -2.60
P 1.20 -5.81 9.53
P -0.93 -3.91 2.24
P 1.33 4.79 1.36
F -2.54 0.92 -7.79
O -0.90 9.03 -2.38
O -0.49 -5.11 3.27
O -2.22 -3.49 3.18
O 0.86 4.34 0.01
O 1.66 3.52 2.35
O 0.66 -3.78 1.69
O -0.20 4.92 2.03
O -1.57 -4.42 1.00
O 1.94 7.58 -2.73
O 0.21 -5.22 8.58
O 0.25 -6.00 10.88
O 2.57 -5.63 8.55
O 1.38 9.78 -1.88
O 1.30 -7.44 9.36
O 0.64 8.91 -4.21
O 2.96 4.81 0.86
C -1.11 -6.38 10.64
C -1.92 -2.88 -2.33
C -2.66 -0.23 -6.97
C 1.53 3.68 3.77
C 1.56 -3.04 -5.25
C -3.35 -4.35 3.12
C -3.29 -1.33 -7.84
C 1.92 -3.50 -3.84
C 1.48 -1.44 -5.35
C -0.08 3.25 -3.63
C 1.69 -8.25 10.48
C 1.66 6.20 -2.36
C -0.42 -4.84 4.68
C 0.03 2.10 -4.60
C -0.43 8.34 -4.97
C -0.75 1.02 -4.63
C -1.25 10.41 -2.45
C -1.71 -2.21 -4.73
C 1.36 -2.55 1.96
C -4.33 -2.19 -7.10
C -1.15 3.94 1.62
C 3.76 5.97 1.16
C -1.20 -2.20 -3.29
C 3.76 -5.07 9.15
H -2.32 10.46 -2.63
H 3.82 6.13 2.24
H 1.71 -4.57 -3.74
H -0.72 10.91 -3.26
H -1.49 -6.78 11.58
H -3.35 -0.03 -6.13
H 4.76 5.80 0.77
H 0.56 3.01 -2.77
H 0.49 -5.28 5.08
H -1.57 4.19 0.65
H -2.55 -2.36 -1.61
H 1.68 -0.99 -4.37
H 4.11 -5.69 9.98
H 0.35 4.15 -4.08
H 0.86 5.80 -2.97
H -1.28 -5.29 5.17
H -1.70 -5.52 10.36
H -3.81 -0.89 -8.70
H -1.14 9.12 -5.26
H -1.02 10.90 -1.50
H 1.48 4.73 4.07
H -1.95 3.95 2.37
H 4.53 -5.03 8.39
H -2.55 -2.03 -8.25
H 0.81 -8.77 10.86
H -0.41 -3.77 4.89
H 1.44 -2.37 3.04
H 0.14 0.28 -7.37
H -0.01 7.89 -5.88
H 2.41 -8.99 10.14
H 3.34 6.86 0.69
H -0.48 -2.11 -7.30
H 0.63 3.17 4.11
H 2.40 3.22 4.25
H -5.08 -1.56 -6.63
H -1.17 -7.15 9.87
H 2.99 -3.37 -3.70
H -1.66 -3.25 -5.09
H -3.85 -2.88 -6.39
H -2.76 -1.92 -4.70
H 2.37 -2.64 1.55
H -0.31 -1.64 -3.00
H -1.90 -3.97 -2.32
H 0.65 -3.49 -5.64
H -3.04 -5.40 3.12
H 1.41 -2.95 -3.05
H -0.71 2.94 1.59
H 1.38 6.15 -1.31
H -1.10 3.48 -3.37
H 2.13 -7.66 11.28
H 0.86 -1.71 1.48
H 3.57 -4.06 9.51
H -0.97 7.56 -4.42
H -4.86 -2.82 -7.82
H -3.94 -4.14 2.23
H -3.95 -4.16 4.01
H 2.56 5.61 -2.51
```

Output
- Strongest force on any atom: 9.0 eV/Å
- Kohn-Sham gap: 3.0 eV
- LUMO energy: -1.288 eV
- Charge: -1
- Multiplicity: 1

C5H15N3O2 | wB97M-V/def2-TZVPD

```
25
Properties=species:S:1:pos:R:3
O 2.42 0.51 -1.66
O 0.71 1.28 -2.89
N 0.03 0.02 -0.13
N 1.26 -0.99 -2.92
N -1.26 -0.12 2.44
C -2.11 -0.30 1.23
C 1.41 0.30 -2.50
C 0.82 0.22 1.01
C -1.33 0.47 0.12
C 0.21 -0.48 2.29
H -1.24 1.54 0.32
H -1.86 0.27 -0.77
H 0.63 0.01 3.11
H 0.42 -1.59 2.18
H -1.22 0.97 2.41
H 1.03 1.35 1.16
H -2.17 -1.35 0.94
H 2.02 -1.61 -2.74
H 0.79 -1.32 -3.80
H -3.12 0.16 1.28
H 0.02 -0.99 -0.29
H -0.09 0.91 -3.44
H -1.77 -0.46 3.30
H 1.76 -0.29 0.77
H 2.62 1.50 -1.44
```

Output
- Strongest force on any atom: 3.3 eV/Å
- Kohn-Sham gap: 10.6 eV
- LUMO energy: -6.383 eV
- Energy relative to the best compared isomer or geometry (same formula, charge and spin): 58.5 kcal/mol
- Charge: +2
- Multiplicity: 1

C3H9N2OP | wB97M-V/def2-TZVPD

```
16
Properties=species:S:1:pos:R:3
P 0.40 0.13 0.02
O -2.01 1.18 -0.52
N -2.82 -0.53 0.67
N -1.94 0.09 0.12
C 0.81 -1.54 0.65
C 0.91 1.29 1.03
C 0.85 0.35 -1.63
H 1.86 -1.67 0.57
H 0.80 1.43 -1.86
H 0.89 2.28 0.80
H 0.18 -0.06 -2.34
H -3.77 -0.11 0.54
H 1.84 -0.14 -1.75
H 0.35 -1.62 1.57
H 1.06 1.30 2.14
H 0.58 -2.38 0.00
```

Output
- Strongest force on any atom: 5.6 eV/Å
- Kohn-Sham gap (alpha / beta): 6.4 / 6.2 eV
- LUMO energy (alpha / beta): 0.965 / -2.167 eV
- Energy relative to the best compared isomer or geometry (same formula, charge and spin): 89.8 kcal/mol
- Multiplicity: 3

Look up the multiplicity of the first one. 1

What is the formula in the second record? H12O6

The highest strongest force on any atom belongs to which entry? C24H57Cl4FNbO16P4

Which formula does entry 8 have? C3H9N2OP